No. 1
Formula: C5H10N2O3
Source: the Open Molecules 2025 dataset
Level of theory: wB97M-V/def2-TZVPD

Results
multiplicity	1
E_LUMO	0.0111	Eh
highest occupied orbital energy	-9.583	eV
ΔE to the lowest compared entry with this formula, charge and spin	8.5326	eV
charge	0

Each line ends with the natural charge from an NBO analysis.
Atoms and positions in Å:
O  -1.1969  1.8728  0.2977  -0.65
O  3.8736  -0.9669  0.0430  -0.59
O  3.3096  1.2128  0.1241  -0.70
N  0.7593  0.8908  -0.0813  -0.65
N  -0.9874  -0.8711  1.3068  -0.83
C  -2.8568  -0.3666  -0.6490  -0.61
C  -1.3717  -0.3879  -0.0815  -0.19
C  2.9609  -0.1194  -0.0841  0.77
C  1.4815  -0.3133  -0.5151  -0.34
C  -0.6222  0.7710  -0.0191  0.64
H  1.1843  -0.4783  -1.7667  0.23
H  -0.6163  0.2866  2.0974  0.38
H  -2.1297  -1.3670  2.0245  0.37
H  -3.4742  -1.2112  -0.7193  0.23
H  -3.4527  0.7896  -0.3125  0.25
H  1.1431  -1.3140  -0.0461  0.27
H  -0.8737  -1.2684  -0.6519  0.21
H  4.3355  0.9798  0.6336  0.52
H  1.0713  1.9132  0.1669  0.47
H  -2.5374  -0.0525  -1.7672  0.22


No. 2
Formula: C4H8O3
Source: the Open Molecules 2025 dataset
Level of theory: wB97M-V/def2-TZVPD

Results
multiplicity	1
E_LUMO	0.0275	Eh
highest occupied orbital energy	-10.339	eV
SMILES string	C[C@@H](O)[C@@H](O)C=O
ΔE to the lowest compared entry with this formula, charge and spin	1.9937	eV
charge	0

Each line ends with the natural charge from an NBO analysis.
Atoms and positions in Å:
O  0.3287  -0.9693  1.8473  -0.71
O  0.1242  -1.3478  -0.8171  -0.75
O  2.4657  0.3283  1.0374  -0.53
C  -0.9859  0.6087  -1.3617  -0.67
C  -0.7031  -0.3301  -0.1903  0.08
C  1.4151  0.7804  0.6444  0.43
C  0.0942  0.1421  1.0334  -0.03
H  -0.4659  0.9065  1.6012  0.19
H  -0.2559  -2.2290  -0.7491  0.49
H  -1.6427  -0.7524  0.1882  0.19
H  1.3824  1.6926  0.0191  0.12
H  -2.0380  0.8681  -1.5209  0.22
H  -0.3737  1.5151  -1.4294  0.21
H  -0.6350  -0.1359  -2.0918  0.26
H  1.2933  -1.0953  1.8380  0.49


No. 3
Formula: C44H57BN6O3PS3Tc
Source: the Open Molecules 2025 dataset
Level of theory: wB97M-V/def2-TZVPD

Results
multiplicity	4
E_LUMO (alpha / beta)	-0.0948 / -0.1179	Eh
highest occupied orbital energy (alpha / beta)	-9.076 / -8.463	eV
ΔE to the lowest compared entry with this formula, charge and spin	3.2217	eV
charge	+1

Each line ends with the Löwdin spin population.
Atoms and positions in Å:
Tc  1.0773  0.8475  -2.2465  1.83
S  -1.2271  1.8096  -1.7952  0.03
S  -2.2551  -0.7601  -0.2468  0.00
S  1.8835  1.5165  0.0277  0.06
P  0.3846  -0.1947  -4.2448  0.08
O  1.5196  -1.1914  -1.7722  0.02
O  0.5691  -3.1883  -2.1500  0.00
O  1.7949  2.7728  -3.1536  0.02
N  -0.5104  2.0231  2.1147  0.00
N  -1.6644  -0.6234  2.0449  0.00
N  -1.3975  -0.7414  3.3172  0.00
N  0.4961  -0.6062  0.8513  0.00
N  0.3200  -1.9397  0.9970  0.00
N  -0.9324  1.5943  0.9004  -0.01
C  -2.0719  0.7008  -5.1117  0.00
C  1.2869  0.6595  -5.4643  0.22
C  -0.9895  4.7780  -1.0778  0.00
C  -2.0662  -1.5146  -4.1849  0.00
C  2.7682  2.5460  -7.0488  0.02
C  -1.6479  -3.5372  5.4273  0.00
C  2.5900  1.5929  -3.4471  0.00
C  0.3170  3.6559  3.6414  0.00
C  -3.4539  -1.4806  -4.1516  0.00
C  -0.2905  3.2830  2.2757  0.00
C  -1.8903  -2.0244  5.3964  0.00
C  -3.4626  0.7183  -5.0551  0.00
C  1.0011  3.4806  -4.0943  0.01
C  -3.1089  -1.6248  6.2343  0.00
C  -0.9158  3.7898  0.0517  0.00
C  1.0001  -2.1320  -2.5258  0.00
C  -1.0578  2.3714  -0.1620  0.00
C  0.9759  -4.1908  1.2899  0.00
C  1.2859  -4.4365  2.7782  0.00
C  1.7014  -0.0516  0.6577  0.01
C  1.6690  4.3533  3.4096  0.00
C  -4.1707  -0.3688  -4.5169  0.00
C  -4.8461  -2.4399  1.2833  0.00
C  -1.3923  -0.3857  -4.6168  0.01
C  1.8976  -5.0504  0.4743  0.00
C  -0.5231  4.2065  1.2693  0.00
C  -0.6840  -1.3118  5.9547  0.00
C  -2.1423  -1.6298  3.9350  0.00
C  2.8441  -0.9293  0.7487  0.00
C  -3.5373  -2.1064  2.0020  0.00
C  0.8913  0.9719  -6.7109  0.02
C  -0.5889  4.7135  4.3535  0.00
C  2.6558  -2.2335  0.9485  0.00
C  -0.5176  -4.4219  1.0102  0.00
C  3.2399  2.1928  -5.8511  0.21
C  4.0570  1.7654  -2.9654  0.01
C  4.2582  -0.4598  0.3719  0.00
C  2.5941  1.1637  -4.9203  0.06
C  -3.2797  -2.2360  3.3351  0.00
C  0.4709  2.4056  4.4789  0.00
C  1.3350  -2.7247  1.0872  0.00
C  1.0384  -1.8438  -4.0334  0.02
C  1.6352  1.8443  -7.5304  0.31
C  -2.5837  -1.2513  1.3561  0.00
B  -0.9086  0.0316  0.9025  0.00
H  -0.5756  -1.6360  6.9481  0.00
H  -0.5580  5.7059  3.7639  0.00
H  4.9404  -1.2644  0.6351  0.00
H  3.2296  0.2306  -5.0184  0.04
H  1.2026  2.0482  -8.4911  0.02
H  -1.8429  4.5316  -1.7206  0.00
H  -5.2726  -0.3579  -4.4495  0.00
H  -3.9467  -2.3752  -3.7451  0.00
H  4.0787  2.6849  -5.4679  0.01
H  -0.0116  0.5827  -7.1473  0.00
H  0.7048  2.9514  -4.9929  0.00
H  0.9278  2.6770  5.4307  0.00
H  -0.7642  -0.2022  5.9656  0.00
H  0.5457  -2.5462  -4.6362  0.00
H  2.3393  3.7231  2.8419  0.00
H  -0.9297  -3.7515  4.6717  0.00
H  -4.0283  -2.2203  6.0076  0.00
H  3.2229  3.2782  -7.6729  -0.01
H  1.8673  -4.6449  -0.5545  0.00
H  3.5187  -2.8031  0.9068  0.00
H  2.1421  4.5106  4.3945  0.00
H  4.4502  0.5108  0.8676  0.00
H  4.0882  2.0345  -1.8806  0.00
H  -0.7377  -5.4695  1.0331  0.00
H  -0.9096  -3.9700  0.1131  0.00
H  -4.5967  -2.8368  0.2935  0.00
H  1.1275  -5.4806  2.9657  0.00
H  1.5641  -6.0866  0.4690  0.00
H  -1.1319  -3.9950  1.8044  0.00
H  1.5251  4.3695  -4.4280  0.00
H  -1.1616  5.8043  -0.8169  0.00
H  4.4335  2.6162  -3.5142  0.00
H  -3.3352  -0.5295  6.1617  0.00
H  4.2066  -0.2270  -0.7150  0.00
H  2.3255  -4.3250  3.0018  0.00
H  0.1159  3.7972  -3.5328  0.00
H  -2.8435  -1.8602  7.3206  0.00
H  0.2386  -1.4731  5.3719  0.00
H  -3.9276  -2.8628  3.9371  0.00
H  -2.5410  -4.1072  5.1217  0.00
H  -5.3388  -1.4430  1.1519  0.00
H  2.9153  -4.9437  0.8349  0.00
H  4.6189  0.8584  -3.1374  0.00
H  -0.2727  4.9193  5.3987  0.00
H  1.0139  1.6022  4.0681  0.00
H  -0.5050  2.0239  4.7017  0.00
H  -1.5911  -2.4547  -3.9324  0.00
H  -0.2242  5.2173  1.4357  0.00
H  -1.3431  -3.9049  6.4055  0.00
H  -0.0536  4.7468  -1.6376  0.00
H  -5.4699  -3.0943  1.9028  0.00
H  -1.5776  1.6363  -5.3875  0.00
H  0.6706  -3.8062  3.4344  0.00
H  1.4987  5.3385  2.9853  0.00
H  -3.9730  1.6347  -5.3754  0.00
H  2.1058  -1.8500  -4.3742  0.00
H  -1.5960  4.3301  4.4334  0.00


No. 4
Formula: C6H10N3S
Source: the Open Molecules 2025 dataset
Level of theory: wB97M-V/def2-TZVPD

Results
multiplicity	1
E_LUMO	-0.1659	Eh
highest occupied orbital energy	-13.101	eV
ΔE to the lowest compared entry with this formula, charge and spin	3.7430	eV
charge	+1

Each line ends with the natural charge from an NBO analysis.
Atoms and positions in Å:
S  2.7728  0.3946  0.6886  0.11
N  -0.5038  -0.2258  -0.2992  -0.24
N  -1.2305  0.8650  -0.1324  -0.08
N  0.5658  1.7957  -1.0402  -0.44
C  0.9819  0.5925  -1.0247  0.54
C  -2.4152  0.7883  0.6863  -0.42
C  1.2302  -1.7395  -0.4760  -0.38
C  -0.0282  -1.3660  0.3811  -0.23
C  -0.6406  1.9447  -0.5601  0.25
C  2.0110  -0.4891  -0.7346  -0.39
H  1.8037  -2.4387  0.0661  0.26
H  0.3050  -1.0606  1.3804  0.20
H  -0.8497  -1.9723  0.5245  0.24
H  0.9032  -2.0415  -1.5371  0.25
H  -1.1278  2.9447  -0.5667  0.25
H  1.6386  0.3557  1.4102  0.10
H  2.6786  -0.7021  -1.4924  0.28
H  -2.2477  0.2860  1.6087  0.23
H  -3.1784  0.1928  0.2080  0.25
H  -2.6690  1.8755  0.9094  0.25


No. 5
Formula: C27H48BBrFNO8P
Source: the Open Molecules 2025 dataset
Level of theory: wB97M-V/def2-TZVPD

Results
multiplicity	1
E_LUMO	-0.1591	Eh
highest occupied orbital energy	-11.380	eV
charge	+1

Each line ends with the Löwdin charge.
Atoms and positions in Å:
Br  -2.7514  -0.7317  -3.0310  0.97
P  5.8228  3.5398  -0.4857  0.60
F  -1.0711  -4.0026  1.2309  0.01
O  -4.8178  3.0033  4.3302  0.14
O  5.1862  4.9498  0.0607  -0.27
O  6.8207  4.3895  -1.4476  -0.24
O  0.5867  -0.9924  2.5414  0.17
O  -2.9798  2.6102  3.1478  -0.01
O  6.8422  2.2047  -0.4992  -0.26
O  -1.7386  -0.5562  2.3728  0.17
O  4.6371  2.9144  -1.1583  -0.28
N  -2.9112  -0.1900  -1.2301  -0.42
C  -0.5850  3.9580  1.7737  -0.16
C  -2.1068  -4.6820  -4.0783  -0.08
C  8.0715  3.9400  -1.9689  -0.10
C  -1.8196  -2.1574  -0.1303  -0.19
C  -0.5483  -1.3353  0.2231  -0.22
C  -4.5315  0.8060  3.6027  0.02
C  -4.1375  2.2415  3.7216  -0.56
C  0.6994  0.8831  -0.3263  -0.11
C  7.0583  1.4783  0.7287  -0.10
C  -0.9551  -4.2281  -3.4363  -0.07
C  0.7493  -2.1315  -0.0397  -0.12
C  -0.1465  2.4994  1.5038  -0.19
C  -1.1885  -5.8742  -1.7248  -0.05
C  -3.0059  3.9662  2.6353  -0.16
C  -0.4821  -4.7889  -2.2510  -0.24
C  0.3850  2.3300  0.0846  -0.19
C  -2.3404  -6.3325  -2.3639  -0.09
C  4.1797  5.5544  -0.7488  -0.11
C  -2.0827  4.1541  1.4647  -0.17
C  -2.8225  -5.7418  -3.5226  -0.09
C  -2.1859  -3.2560  0.8624  -0.32
C  -3.0729  -1.3171  -0.2623  -0.13
C  0.7475  -4.2879  -1.5316  -0.13
C  -1.8059  0.6971  -0.7389  -0.14
C  0.8860  -2.7453  -1.4517  -0.15
C  -3.2476  -4.2207  0.3081  0.00
C  -0.4910  -0.0501  -0.6578  -0.23
B  -0.5759  -0.9533  1.7794  -0.64
H  -2.8838  -7.1580  -1.9232  0.11
H  0.0247  4.6276  1.1751  0.11
H  7.7409  0.6618  0.5091  0.09
H  -0.8694  -6.3527  -0.8107  0.12
H  -0.9952  1.8605  1.7439  0.08
H  -3.3057  -4.1266  -0.7736  0.07
H  3.2528  4.9868  -0.7108  0.07
H  4.0080  6.5443  -0.3279  0.09
H  1.3586  0.4694  0.4320  0.12
H  0.6598  2.2517  2.1954  0.13
H  -4.1495  0.2229  4.4386  0.10
H  -3.7277  -6.0811  -4.0019  0.10
H  -1.5336  -0.2359  3.2625  0.13
H  -2.8209  4.6670  3.4453  0.14
H  -3.0240  -5.2303  0.6286  0.09
H  -2.3948  3.5653  0.6002  0.11
H  -1.6773  1.4866  -1.4734  0.13
H  1.2994  0.9730  -1.2300  0.13
H  1.8800  -2.5080  -1.8210  0.12
H  -4.1818  0.3372  2.6860  0.05
H  8.7156  3.5452  -1.1887  0.08
H  -0.2185  2.8581  -0.6558  0.11
H  1.3495  2.8388  0.0596  0.12
H  -2.2056  5.1975  1.1684  0.12
H  -0.4621  4.1208  2.8423  0.12
H  1.6029  -1.4785  0.0998  0.11
H  -4.2181  -3.9517  0.7230  0.09
H  -1.6834  -2.6480  -1.1008  0.12
H  7.9122  3.1878  -2.7409  0.09
H  -0.3245  -0.4247  -1.6705  0.11
H  0.1910  -2.3236  -2.1763  0.07
H  0.6684  -1.8686  2.9377  0.13
H  -5.6112  0.7282  3.6353  0.09
H  4.5246  5.6466  -1.7774  0.09
H  -2.6080  -2.8506  1.7815  0.14
H  -4.0241  4.1591  2.3002  0.13
H  0.8261  -4.7584  -0.5560  0.11
H  6.1162  1.0653  1.0955  0.08
H  -2.4277  -4.1998  -4.9892  0.10
H  0.8848  -2.9253  0.6863  0.11
H  -3.7674  0.3594  -1.1789  0.14
H  -3.3518  -0.8684  0.6922  0.13
H  1.5957  -4.6418  -2.1200  0.12
H  8.5570  4.8060  -2.4145  0.09
H  -0.4180  -3.4040  -3.8915  0.11
H  -3.9246  -1.9062  -0.5907  0.13
H  7.5095  2.1149  1.4901  0.09
H  -2.1397  1.1154  0.2081  0.13


No. 6
Formula: C5H7NO
Source: the Open Molecules 2025 dataset
Level of theory: wB97M-V/def2-TZVPD

Results
multiplicity	1
E_LUMO	0.0242	Eh
highest occupied orbital energy	-10.330	eV
SMILES string	CC(=O)[C@@H](C)C#N
ΔE to the lowest compared entry with this formula, charge and spin	0.5049	eV
charge	0

Each line ends with the natural charge from an NBO analysis.
Atoms and positions in Å:
O  0.2349  0.1193  1.8975  -0.51
N  -1.4578  -1.4680  -1.8550  -0.31
C  0.3787  -0.1968  -0.4735  -0.43
C  -0.2154  0.4184  0.8159  0.62
C  -0.6587  -0.8946  -1.2444  0.28
C  1.5800  -1.1002  -0.1997  -0.59
C  -1.3301  1.4221  0.6534  -0.73
H  -1.2477  2.1753  1.4394  0.25
H  -1.3193  1.9032  -0.3284  0.22
H  1.3154  -1.9167  0.4746  0.23
H  2.3715  -0.5135  0.2713  0.23
H  0.6909  0.6592  -1.0867  0.26
H  1.9540  -1.5270  -1.1333  0.22
H  -2.2964  0.9192  0.7690  0.26


No. 7
Formula: C2H7N4O
Source: the Open Molecules 2025 dataset
Level of theory: wB97M-V/def2-TZVPD

Results
multiplicity	1
E_LUMO	-0.1525	Eh
highest occupied orbital energy	-14.090	eV
ΔE to the lowest compared entry with this formula, charge and spin	4.7256	eV
charge	+1

Each line ends with the natural charge from an NBO analysis.
Atoms and positions in Å:
O  -2.8346  -0.3739  -0.2332  -0.51
N  -1.0558  -0.6911  1.2030  -0.49
N  -0.9471  0.5448  -2.0949  -0.58
N  0.3832  -0.4917  1.3027  -0.38
N  -0.7200  -0.1365  -0.9843  -0.22
C  0.7105  0.2996  0.1176  -0.17
C  -1.6531  -0.3129  -0.0618  0.73
H  -0.9315  1.6175  -2.1758  0.38
H  -1.6613  -0.6916  2.0645  0.45
H  1.0783  -1.3601  1.4316  0.46
H  -0.4473  0.1666  -2.8893  0.39
H  0.5494  -0.0009  2.1941  0.45
H  1.5013  -0.2176  -0.4398  0.24
H  0.7790  1.4058  0.1298  0.25


No. 8
Formula: C5H7NO
Source: the Open Molecules 2025 dataset
Level of theory: wB97M-V/def2-TZVPD

Results
multiplicity	1
E_LUMO	0.0043	Eh
highest occupied orbital energy	-7.120	eV
ΔE to the lowest compared entry with this formula, charge and spin	4.4880	eV
charge	0

Each line ends with the natural charge from an NBO analysis.
Atoms and positions in Å:
O  1.1690  -1.9258  -1.2675  -0.43
N  0.2332  1.1548  0.4383  -0.50
C  -0.1484  -2.1006  -0.8398  -0.01
C  0.4362  -0.1823  -0.1970  -0.10
C  -1.2068  1.2570  0.9447  -0.42
C  1.5246  -0.6984  -0.8493  0.02
C  -0.6765  -1.0574  -0.1592  -0.50
H  0.8909  1.3036  1.2123  0.42
H  -1.2919  2.2361  1.4079  0.19
H  -1.9145  1.1208  0.1217  0.26
H  -1.4108  0.4473  1.6473  0.26
H  2.5412  -0.4183  -1.0960  0.20
H  0.4240  1.9130  -0.2252  0.42
H  -0.5703  -3.0497  -1.1382  0.18


Question: Number 5 is which compound?
Answer: C27H48BBrFNO8P